Below is C36H54Cl6CsO19 as an isolated structure in a non-equilibrium geometry, with properties calculated with ωB97M-V/def2-TZVPD.

Last column: Mulliken charge in e.
Positions of all 116 atoms, in Å:
1 Cs 0.180 -0.213 -1.008  0.479
2 C -1.486 -2.242 1.017  -0.186
3 O -1.760 -3.070 -0.039  -1.083
4 O -1.676 -0.976 0.826  -0.355
5 O -1.112 -2.690 2.214  -0.657
6 C -1.969 -3.764 4.859  0.662
7 Cl -1.382 -5.353 4.524  -0.151
8 Cl -1.177 -2.900 6.228  -0.228
9 H -1.827 -3.128 3.992  -0.707
10 H -2.927 -4.001 5.267  0.450
11 C 0.058 -5.664 0.705  1.366
12 Cl 1.322 -6.009 -0.446  -0.202
13 Cl -0.186 -7.189 1.664  -0.241
14 H 0.351 -4.927 1.411  -0.829
15 H -0.919 -5.360 0.341  0.004
16 C -4.185 -2.040 -0.566  2.000
17 Cl -4.016 -1.467 -2.262  -0.215
18 Cl -5.397 -3.301 -0.211  -0.242
19 H -3.223 -2.541 -0.413  -1.176
20 H -4.409 -1.099 -0.012  -0.181
21 O -0.609 6.798 -1.804  -0.616
22 C -0.611 5.951 -0.993  0.322
23 O -0.533 4.646 -1.280  -0.131
24 C -0.335 3.822 -0.134  0.707
25 C -0.823 4.693 1.037  -0.232
26 C -0.511 6.107 0.573  -0.627
27 H 0.690 3.706 -0.041  -0.146
28 H -0.869 2.901 -0.352  -0.150
29 H -0.257 4.461 1.922  0.352
30 H -1.919 4.673 1.140  0.021
31 H 0.520 6.359 0.650  0.268
32 H -1.182 6.958 0.881  0.342
33 O 0.313 1.269 -3.422  -0.709
34 C -0.218 2.178 -4.049  0.390
35 O -1.375 2.103 -4.663  -0.384
36 C -1.688 3.293 -5.406  -0.441
37 C -0.795 4.392 -4.924  -0.489
38 C 0.354 3.568 -4.300  -0.164
39 H -2.755 3.520 -5.360  0.396
40 H -1.431 2.964 -6.423  0.285
41 H -1.266 5.001 -4.165  0.160
42 H -0.499 4.998 -5.765  0.360
43 H 0.701 3.929 -3.342  0.049
44 H 1.226 3.411 -4.948  0.401
45 O -5.566 4.165 -2.870  -0.659
46 C -5.139 3.334 -2.081  0.445
47 O -5.399 3.369 -0.769  -0.427
48 C -4.512 2.474 -0.052  -0.482
49 C -3.438 2.042 -1.056  1.411
50 C -4.263 2.152 -2.318  -0.392
51 H -5.124 1.720 0.433  0.296
52 H -4.162 3.129 0.815  0.115
53 H -2.933 1.163 -0.780  0.350
54 H -2.634 2.781 -1.011  -1.066
55 H -4.947 1.299 -2.433  0.315
56 H -3.738 2.158 -3.279  0.037
57 O 0.319 1.578 1.451  -0.176
58 C -0.512 1.235 2.244  -0.005
59 O -1.782 1.615 2.168  -0.145
60 C -2.670 0.979 3.138  -0.501
61 C -1.807 0.184 4.060  -0.269
62 C -0.426 0.267 3.371  1.242
63 H -3.353 0.331 2.511  0.101
64 H -3.296 1.717 3.637  0.481
65 H -2.262 -0.841 4.117  -0.072
66 H -1.792 0.549 5.094  0.162
67 H -0.167 -0.716 2.990  -1.556
68 H 0.337 0.576 4.077  0.877
69 O 1.273 -2.393 -3.387  -0.458
70 C 0.296 -3.001 -3.699  0.173
71 O 0.356 -3.742 -4.836  -0.469
72 C -0.891 -4.526 -4.976  -0.387
73 C -1.511 -4.480 -3.581  -0.676
74 C -1.029 -3.147 -2.972  1.274
75 H -0.560 -5.526 -5.262  0.348
76 H -1.533 -4.035 -5.722  0.226
77 H -1.256 -5.334 -2.964  0.194
78 H -2.630 -4.467 -3.450  0.349
79 H -1.021 -3.168 -1.915  -0.416
80 H -1.577 -2.265 -3.255  -0.051
81 O 2.596 2.061 -0.648  -0.499
82 C 3.180 2.405 0.337  0.533
83 O 3.420 3.731 0.565  -0.435
84 C 4.453 3.827 1.480  -0.616
85 C 4.344 2.647 2.377  -0.598
86 C 3.829 1.560 1.464  1.115
87 H 4.379 4.711 2.053  0.473
88 H 5.363 3.863 0.907  0.262
89 H 3.599 2.930 3.143  0.232
90 H 5.250 2.337 2.947  0.360
91 H 3.000 0.927 1.868  -0.986
92 H 4.600 0.961 0.934  0.388
93 O 2.181 -0.964 1.754  0.040
94 C 2.236 -1.570 2.803  0.072
95 O 2.314 -0.941 4.018  -0.325
96 C 2.201 -1.867 5.070  -0.368
97 C 2.314 -3.301 4.551  -0.659
98 C 2.114 -3.086 3.011  0.352
99 H 1.256 -1.674 5.589  0.080
100 H 3.013 -1.619 5.733  0.398
101 H 1.576 -4.007 4.966  0.271
102 H 3.310 -3.645 4.648  0.338
103 H 1.111 -3.299 2.743  -0.925
104 H 2.810 -3.671 2.461  0.665
105 O 5.361 -3.090 1.083  -0.621
106 C 5.028 -2.694 0.016  0.395
107 O 5.887 -1.883 -0.676  -0.426
108 C 5.231 -1.341 -1.849  -0.421
109 C 4.031 -2.321 -2.147  -0.129
110 C 3.827 -2.949 -0.782  0.746
111 H 6.042 -1.282 -2.548  0.341
112 H 4.947 -0.341 -1.619  0.083
113 H 4.325 -3.176 -2.872  0.221
114 H 3.175 -1.803 -2.634  0.165
115 H 3.558 -4.016 -0.848  0.282
116 H 3.103 -2.364 -0.259  -0.463

Force components x, y, z for each atom (eV/Å):
0.4345 -0.3595 0.0926
-0.6809 -1.1749 0.1614
1.7566 1.0933 2.7233
0.0113 -0.7774 0.4647
-0.3752 0.4736 -2.5865
-0.0520 0.2673 0.7791
1.0198 -0.7940 -0.2195
0.3437 -0.1633 0.0921
-0.4023 -0.0462 -0.4286
-0.8685 0.7375 -0.3589
-0.7587 -1.0800 0.9587
0.0590 0.4239 -0.6473
-0.1661 0.2547 -0.0415
0.4548 0.6274 0.3841
0.2405 -0.0014 -0.6748
-0.4037 0.9182 0.1594
-0.6231 -0.1905 -0.3285
-0.2472 0.4224 -0.4578
0.3038 0.3750 0.6137
0.2295 -1.1808 -0.1326
-0.2998 1.5304 -1.6822
0.4862 -1.0756 2.8017
-0.3966 0.1672 -1.3763
-1.8132 1.0199 0.2437
-0.5039 0.4407 -0.3089
-1.4095 0.2928 -2.0868
1.9507 -0.8415 0.1487
0.3045 0.0550 0.5568
-0.3420 -0.3819 0.5735
0.3732 -0.5870 0.4062
0.9583 0.4370 0.6470
0.8113 -1.0388 -0.0544
-1.1822 1.3451 -1.2514
1.7069 0.1053 0.7324
-1.5202 -0.9155 0.4763
-0.2562 -0.8219 -1.2694
0.9035 -0.6582 0.6237
0.3067 -0.1417 0.1277
0.0930 -0.2993 0.2268
-0.2780 0.5917 -0.0535
-0.1018 0.2010 0.1452
0.2229 0.3628 -0.0778
0.1597 0.3017 0.0551
-0.1445 0.2212 0.0213
0.4450 -1.3538 1.1516
-0.3371 1.3315 -1.1826
-0.1561 0.2665 0.1413
0.2681 1.6706 1.9196
-0.6633 1.6639 0.6264
0.3766 -1.0862 -1.4513
0.0102 -0.5612 -0.4039
0.0584 -1.0071 -1.1176
0.0530 -1.7358 0.0613
-0.3054 0.3339 -0.4018
0.0932 -0.0319 0.3122
0.1234 0.3823 0.3497
0.5865 0.6379 -0.1455
-1.3759 -1.6035 0.8407
-1.2220 1.4687 -0.2461
-1.0289 -0.2710 -1.7742
0.0442 -1.1513 0.2266
0.2914 -0.7924 1.3757
0.8611 0.5717 0.6904
0.2520 0.3980 -0.1742
0.9799 0.7017 -0.1683
0.0562 0.2237 -0.3040
0.0049 -0.0850 -0.3271
0.2578 0.0246 0.0058
0.4957 1.0160 0.4892
0.1814 -0.7342 0.2893
-1.4743 -0.4517 0.0415
0.3711 0.5538 0.5701
-2.1835 0.7560 0.8388
1.2139 -1.0799 -2.1633
-0.3038 0.1569 -0.2255
0.3347 -0.2956 0.0448
0.7053 -0.0181 0.1156
0.8549 -0.1551 -1.0386
0.4611 0.0684 1.3430
-0.7760 0.1610 -0.3531
-0.1179 -0.2064 0.1331
0.1222 -0.3828 0.0477
-1.3069 -0.2570 -0.8169
1.4886 0.2519 0.3405
0.2319 -1.0669 1.6895
-1.3579 0.1427 -1.1956
-0.2091 1.2653 0.3509
0.7880 -0.0263 -0.1084
0.0926 -0.5111 -0.2673
-0.4021 0.5022 -0.6063
1.0185 0.2937 -0.3477
-0.3344 0.1045 0.6815
0.2308 -0.5454 1.0583
-0.1558 -0.4551 -0.3944
0.1153 -0.0286 -2.0128
-0.2917 -0.3231 1.4263
-0.9973 0.7602 -1.6921
0.1751 1.0631 1.7999
0.0822 -0.1187 -0.1396
0.2396 -0.0407 0.5318
0.4015 0.4221 -0.0408
0.9549 -0.5877 0.5938
-1.2164 -0.3192 -0.5788
0.5208 -0.1635 -0.8063
-0.2444 -0.6241 1.2228
2.0328 0.3652 -0.8427
-0.6546 0.2242 0.0530
0.1011 -1.5952 0.2493
1.4518 -0.2983 -1.7053
-1.1412 -0.3284 -0.8274
0.0131 -0.1187 -0.9107
-0.6784 0.7945 0.1902
-0.1821 1.5946 0.9515
0.6211 -0.4958 0.7766
-0.0280 0.5978 0.4564
-1.2227 0.0020 0.6043

Results
- E: -5615.21157 a.u.
- Total charge: -1
- E_LUMO: 1.729 eV
- Frontier orbital gap: 6.62 eV